Entry 1:
{"formula": "C5H10N2O", "method": "ωB97M-V/def2-TZVPD", "lumo_ha": 0.0163, "spin_multiplicity": 1, "energy_ev": -10369.198, "relative_energy_kcal_mol": 140.8, "homo_lumo_gap_ev": 8.8, "elements": ["C", "C", "C", "C", "C", "H", "H", "H", "H", "H", "H", "H", "H", "H", "H", "N", "N", "O"], "positions_angstrom": [[2.748, 0.000, -0.027], [0.603, -1.078, 0.010], [-0.270, -0.119, -0.305], [-0.031, 1.216, -0.458], [-1.682, -0.549, -0.115], [2.470, 0.293, -1.099], [3.762, -0.281, 0.033], [2.664, 0.691, 0.925], [0.238, -2.170, 0.068], [0.582, 1.552, 0.727], [-1.018, 1.950, -0.680], [0.622, 1.385, -1.489], [-1.760, 0.927, 1.463], [-3.360, 0.576, 0.833], [-3.138, -2.089, -0.222], [-2.312, 0.651, 0.390], [-2.112, -1.755, -0.346], [1.994, -1.200, 0.292]], "atomic_forces_ev_per_a": [[-1.1612, 0.3041, 1.1989], [1.4749, -4.1511, 0.5273], [-0.6503, -5.1724, 0.7722], [2.2242, 8.2041, -0.8593], [-1.7708, -1.4022, 0.4033], [0.5046, 0.3653, 1.9849], [1.2623, -0.5561, -0.3892], [-0.2944, -0.5099, -2.5404], [0.1927, 2.1081, 0.1273], [-1.7233, -0.0152, -4.0853], [3.0510, -2.2815, 1.0077], [-1.0454, 0.0146, 3.0609], [-1.7142, -0.9593, -4.3851], [3.1160, -0.5331, -1.9141], [2.2762, 1.6649, 0.2447], [-2.6715, 0.0412, 6.1510], [-0.9749, 1.1952, -0.1547], [-2.0961, 1.6834, -1.1502]]}

---

Entry 2:
{"formula": "C5H10N2O", "method": "ωB97M-V/def2-TZVPD", "lumo_ha": -0.0056, "spin_multiplicity": 1, "energy_ev": -10372.460, "relative_energy_kcal_mol": 65.6, "smiles": "[H]/N=C(/C(C)=O)N(C)C", "homo_lumo_gap_ev": 8.7, "elements": ["C", "C", "C", "N", "C", "C", "N", "O", "H", "H", "H", "H", "H", "H", "H", "H", "H", "H"], "positions_angstrom": [[-0.478, 0.616, -1.598], [-0.825, 1.348, 0.735], [-0.403, -1.922, 0.618], [-0.152, 0.438, -0.186], [1.164, 0.061, 0.117], [1.230, -1.370, 0.635], [2.179, 0.853, 0.141], [2.209, -2.079, 0.594], [1.885, 1.802, -0.097], [-0.076, 1.557, -1.983], [-1.563, 0.606, -1.730], [-0.669, 1.011, 1.764], [-1.900, 1.354, 0.537], [-0.427, 2.362, 0.642], [-0.067, -0.213, -2.181], [-1.047, -1.884, -0.263], [-0.221, -2.993, 0.714], [-0.840, -1.547, 1.542]], "atomic_forces_ev_per_a": [[0.2367, -0.0707, 0.4543], [0.5297, -0.2485, -0.2067], [2.9973, -1.5472, 1.2384], [-1.0591, 0.3963, -0.5512], [1.5086, 2.0050, 1.2512], [-1.8746, -1.4077, -3.2612], [-0.9443, -1.3028, 0.2134], [-1.4164, 0.9285, 0.9469], [0.0127, -0.0283, -0.2956], [-0.0415, 0.0844, -0.2512], [0.0880, 0.0547, 0.0718], [-0.0055, 0.0346, -0.0791], [0.1506, -0.0019, -0.0549], [-0.1517, 0.2674, 0.1160], [0.0347, 0.0985, 0.0532], [0.4833, 0.9236, 0.0498], [-0.1263, -0.1873, 0.5586], [-0.4220, 0.0015, -0.2538]]}

---

Entry 3:
{"formula": "C5H10N2O", "method": "ωB97M-V/def2-TZVPD", "lumo_ha": 0.0265, "spin_multiplicity": 1, "energy_ev": -10371.951, "relative_energy_kcal_mol": 77.4, "homo_lumo_gap_ev": 9.1, "elements": ["C", "C", "C", "N", "C", "C", "N", "O", "H", "H", "H", "H", "H", "H", "H", "H", "H", "H"], "positions_angstrom": [[-1.472, 0.084, -0.406], [1.388, 0.659, -1.233], [0.178, -1.824, 0.543], [0.639, 0.705, 0.028], [-1.023, 1.427, 0.141], [-0.375, -0.426, 0.550], [-0.878, 0.216, 1.689], [-1.296, 2.579, 0.089], [1.176, 1.111, 0.788], [-0.187, 0.302, 2.437], [-2.478, -0.218, -0.131], [-1.326, -0.013, -1.483], [2.191, -0.078, -1.173], [1.812, 1.641, -1.447], [0.728, 0.376, -2.053], [0.545, -2.114, -0.444], [-0.613, -2.515, 0.838], [0.991, -1.913, 1.267]], "atomic_forces_ev_per_a": [[0.3412, -0.0084, -0.1301], [-0.1100, -0.1565, 0.2152], [-0.0451, 0.0784, 0.0911], [-0.5921, 0.0253, -0.0038], [-0.7106, -0.0817, 0.5855], [0.5083, 0.4752, -0.6151], [-0.1815, 0.4705, -0.2936], [0.4839, -0.6546, 0.0389], [0.0516, -0.3376, 0.0627], [0.0952, 0.0981, -0.1465], [0.0244, 0.0934, 0.1515], [0.1169, -0.0365, 0.0335], [0.0540, 0.0324, -0.0424], [-0.0370, -0.0545, 0.0136], [-0.0145, 0.0498, 0.0493], [-0.0037, 0.0158, 0.0371], [0.0265, 0.0062, -0.0234], [-0.0075, -0.0156, -0.0235]]}